1.
The following is a DFT calculation (ωB97M-V/def2-TZVPD) of a cluster of 2 separate species, C23H48B2BrCl2IN3O11P2S2 in total at a distorted geometry.

Values from the calculation:
**HOMO level**: -10.89 eV
**Orbital gap**: 7.494 eV
**E**: -7217.5640 hartree

```
! RIJCOSX wB97M-V def2-TZVPD def2/J DEFGRID3
* xyz 1 1
I 0.313 -2.421 -2.306
Br -1.789 4.939 0.486
Cl 2.738 1.369 3.566
Cl 5.010 1.085 1.940
S -2.995 -1.554 1.202
S 1.770 -3.109 1.021
P -0.743 3.336 1.823
P 1.829 -1.508 2.098
O -0.198 -4.374 -7.477
O -2.031 -1.679 4.568
O -1.946 3.191 2.997
O -0.536 -3.075 3.356
O -3.938 -1.963 2.341
O 0.322 -0.135 4.839
O 1.737 -3.269 -7.031
O 1.143 3.802 -0.156
O 0.644 -2.764 -8.838
O -4.062 -1.427 0.116
O 0.168 2.573 -1.865
N -2.969 0.630 2.404
N -1.495 0.809 0.362
N 0.625 -0.319 1.986
C -0.375 1.765 0.758
C 0.956 0.944 1.273
C -1.154 -0.233 -0.664
C -0.807 0.078 -3.356
C 2.158 1.806 1.848
C -3.727 1.426 -2.545
C -1.948 -0.057 1.579
C 4.064 3.099 0.394
C 0.637 -3.548 -7.748
C -2.180 -3.138 0.675
C 0.114 0.465 6.160
C -2.923 2.057 -1.559
C 1.254 4.770 -1.199
C -0.706 -0.403 2.592
C 1.548 0.526 6.904
C -0.177 -0.274 -1.894
C -0.547 0.573 3.879
C -2.729 1.535 -0.093
C 2.434 -5.434 -6.171
C 2.018 2.049 7.168
C 1.911 -4.050 -5.842
C -0.431 -3.023 -9.741
C 3.546 1.676 0.937
B -1.014 -1.745 3.519
B 0.253 2.680 -0.465
H 3.916 3.957 1.118
H -0.288 -3.993 -10.221
H 3.344 -5.368 -6.774
H 1.750 5.706 -0.746
H 3.108 -0.890 1.803
H 1.369 0.559 0.257
H -1.743 -0.589 -3.428
H -4.088 2.001 -3.468
H -2.839 3.353 2.627
H -1.396 -2.985 -9.232
H -1.489 0.774 4.464
H -1.057 -3.041 0.833
H 5.185 2.978 0.172
H 0.863 0.167 -1.806
H 1.488 0.023 7.935
H 0.257 5.159 -1.624
H 2.654 -5.992 -5.258
H -4.107 0.359 -2.456
H 2.002 2.920 1.977
H 1.708 -6.004 -6.753
H -0.038 -3.305 4.169
H -0.007 1.546 3.712
H 2.643 -3.522 -5.226
H -2.128 -0.548 -1.192
H 1.730 2.378 8.225
H -3.062 2.403 0.584
H -2.597 3.108 -1.823
H -2.323 -3.366 -0.442
H 0.980 -4.095 -5.270
H -3.699 0.911 -0.032
H -0.530 3.058 -2.331
H 2.330 -0.026 6.280
H -2.529 -4.049 1.261
H -0.318 1.514 6.116
H -0.051 -0.245 -4.149
H -0.526 -0.252 6.770
H -1.124 1.156 -3.463
H 3.439 0.935 0.085
H 1.962 -1.928 3.480
H 3.122 2.222 6.948
H 1.437 2.732 6.443
H 1.973 4.446 -2.037
H -2.561 -2.501 4.501
H -0.416 -2.250 -10.509
H -0.662 -1.101 -0.083
H 3.576 3.257 -0.628
H -3.100 0.210 3.331
H -3.930 0.539 2.017
*
```

2.
The following is a DFT calculation (ωB97M-V/def2-TZVPD) of a cluster of 14 separate species, C58H128BN6O21 in total at a distorted geometry.

Values from the calculation:
**HOMO level**: -6.19 eV
**ΔE to the lowest compared entry with this formula, charge and spin**: 0.0 kJ/mol
**Orbital gap**: 7.988 eV
**E**: -4220.1494 hartree

```
! RIJCOSX wB97M-V def2-TZVPD def2/J DEFGRID3
* xyz -1 1
O -5.294 1.757 -0.461
O -6.966 -2.075 -0.993
O -4.896 -5.704 1.578
O -4.671 -1.874 2.106
O 0.739 0.980 0.161
O -2.684 5.332 -0.555
O -3.213 -0.410 1.158
O -1.030 -0.397 0.299
O -2.809 -1.667 -0.815
O -3.910 -3.533 -0.255
O -2.079 -6.770 -0.212
O -0.970 -0.445 5.338
O -5.899 -3.897 3.597
O -1.387 2.731 -1.177
O 2.828 2.910 0.616
O -2.683 0.898 -0.881
O -5.619 0.566 3.309
O -0.257 4.390 -4.477
O 2.603 -0.829 -1.476
O -6.561 2.987 -4.104
O -2.094 1.599 3.074
N -0.799 -1.824 5.700
N -1.112 -6.669 0.748
N -5.615 3.278 -5.030
N 2.879 3.269 1.933
N 3.899 -0.875 -0.847
N 1.128 4.585 -4.373
C 1.214 -6.905 2.346
C 0.946 -5.595 1.596
C 1.072 -1.416 7.112
C 1.635 2.816 -5.959
C -0.497 -9.057 0.776
C 0.464 -3.744 6.506
C 2.993 5.781 1.478
C -3.583 4.498 -5.730
C 6.707 -1.665 -0.455
C -0.434 0.701 -0.069
C -1.558 1.616 -0.793
C -3.604 -2.369 -0.048
C 4.116 2.853 2.664
C 4.959 -0.207 -1.570
C -0.181 -4.486 -0.144
C -4.524 2.650 -7.192
C 0.579 -2.254 5.972
C 5.638 -2.305 0.329
C -2.427 -8.152 2.214
C -3.886 -1.540 1.195
C 1.879 3.325 -4.515
C 0.833 5.184 -1.979
C 1.684 -2.148 4.946
C -5.122 0.858 -5.472
C -3.107 -2.242 5.192
C -1.047 -7.902 1.604
C 4.708 1.266 -1.712
C 3.523 4.610 4.478
C 2.213 4.639 2.129
C 1.475 2.133 -3.592
C -3.253 3.381 -6.741
C 0.740 4.770 1.711
C -1.572 -4.186 5.222
C -5.498 2.235 -6.109
C 0.897 -6.471 -0.847
C 5.172 -0.671 -3.009
C 2.211 4.989 3.639
C -0.095 -7.503 2.778
C -1.363 -2.676 3.364
C 3.928 3.117 4.187
C 3.134 -2.350 0.942
C 3.937 -3.467 -1.110
C -4.786 5.151 -3.695
C 3.387 3.580 -4.351
C 1.358 5.574 -3.330
C 6.351 -0.236 -0.822
C -6.878 2.260 -6.835
C 4.254 1.341 2.542
C 0.089 -5.885 0.333
C 5.399 3.579 2.236
C -3.460 3.204 -3.596
C 0.818 6.953 -3.765
C 3.685 4.372 -3.031
C -1.676 -2.672 4.831
C -4.426 3.965 -4.530
C 2.967 5.733 -3.060
C 4.129 -2.214 -0.219
C -0.197 -4.765 5.527
B -2.466 -0.365 -0.106
H -2.350 -8.966 2.934
H -4.075 2.731 -2.831
H 1.476 -4.090 6.716
H 5.887 -0.007 -3.496
H 3.785 3.999 -5.276
H -2.604 -5.996 0.006
H 5.937 -3.351 0.393
H 0.439 -1.531 7.992
H 1.367 -2.668 4.042
H 1.045 -7.534 -0.658
H -3.909 5.746 -3.441
H 5.804 -2.102 1.387
H 0.343 -6.607 -1.775
H 4.728 1.050 1.604
H 1.205 4.235 -1.592
H -0.856 -9.966 1.258
H -7.689 1.904 -6.200
H -2.619 2.700 -6.172
H -5.976 0.538 -4.876
H -1.760 -0.205 5.828
H -0.105 -3.811 7.433
H -6.457 -2.831 -0.702
H 5.426 1.708 -2.404
H -4.722 -5.199 0.784
H 2.379 2.066 0.703
H -0.882 -4.311 -0.960
H 1.394 7.162 -4.666
H 0.442 -4.972 2.335
H 4.843 2.995 4.767
H 1.811 -7.591 1.744
H 2.091 -2.474 0.650
H 0.432 4.069 0.935
H 0.618 2.514 -6.209
H -5.155 -0.270 3.270
H -5.029 0.025 -6.169
H -0.676 -6.876 3.455
H 4.024 5.899 1.813
H -0.348 -3.013 3.155
H 3.962 -4.362 -0.489
H 2.528 -2.673 5.394
H 0.586 -9.105 0.664
H 5.505 -1.708 -2.999
H -5.869 0.659 4.228
H 0.530 5.736 1.251
H -3.134 -8.515 1.467
H -0.247 6.899 -3.990
H 3.037 5.584 0.407
H -6.700 1.688 -7.746
H -2.827 3.847 -2.984
H -1.302 -1.667 2.958
H -2.906 2.452 -4.158
H -0.338 -5.721 6.032
H 0.690 -3.964 -0.540
H 4.837 1.813 -0.779
H 2.246 -0.035 -1.072
H -7.847 -2.234 -0.654
H 0.869 7.752 -3.025
H -5.502 -3.145 3.159
H 1.137 5.923 -1.238
H 7.186 0.262 -1.314
H 5.439 4.614 2.575
H 6.284 3.040 2.576
H 3.542 3.721 -2.169
H -4.118 -6.250 1.691
H -4.348 1.646 -0.360
H -5.460 5.792 -4.263
H -2.654 4.950 -5.382
H -0.253 5.160 -1.892
H 3.123 -1.550 1.682
H -2.224 -4.389 6.071
H 7.647 -1.713 0.094
H 0.458 -4.862 4.661
H 4.345 5.301 4.290
H -3.382 4.815 -0.152
H -3.263 -1.205 4.893
H 3.321 0.781 2.471
H 1.939 3.591 -6.663
H 6.223 0.340 0.095
H 2.991 -3.480 -1.651
H 1.349 4.515 4.108
H 3.112 2.524 4.600
H -5.431 2.703 -0.400
H -4.888 3.457 -7.828
H 0.073 -8.421 3.342
H -2.104 -3.174 2.737
H -4.100 5.374 -6.123
H -0.532 4.167 -3.584
H 1.965 6.047 3.736
H 2.317 1.979 -6.107
H 3.355 6.401 -3.829
H -3.845 -2.874 4.698
H -0.454 -3.788 0.648
H -5.242 4.940 -2.728
H 3.353 4.674 5.552
H 4.752 4.597 -3.028
H -3.195 -2.307 6.276
H 6.858 -2.291 -1.334
H 1.892 -6.668 3.166
H 3.684 1.526 -1.981
H -2.277 0.801 2.577
H 2.065 -1.152 4.721
H -7.208 3.262 -7.110
H -2.561 3.570 -7.561
H 0.059 4.716 2.561
H 4.263 -0.652 -3.610
H -2.866 -7.296 2.728
H 1.807 1.115 -3.795
H 4.712 -3.563 -1.871
H 3.302 -3.326 1.397
H 1.919 -5.158 1.369
H -1.169 1.526 3.312
H 1.794 -5.882 -1.039
H 1.310 -0.407 6.776
H -4.317 1.810 -7.855
H 2.005 -1.809 7.516
H 1.772 2.396 -2.576
H 5.437 3.639 1.148
H -5.597 -4.654 3.095
H -6.079 2.263 -3.697
H 3.086 6.281 -2.125
H 2.504 6.750 1.578
H -4.330 1.064 -4.751
H -1.909 -4.822 4.403
H 4.742 0.916 3.419
H -1.008 -9.023 -0.186
H 0.392 2.090 -3.705
H 4.006 2.725 -4.080
H -2.073 4.681 -0.901
*
```

3.
The following is a DFT calculation (ωB97M-V/def2-TZVPD) of a cluster of 3 separate species, C3H12NO2 in total at a distorted geometry.

Values from the calculation:
**HOMO level**: -14.36 eV
**ΔE to the lowest compared entry with this formula, charge and spin**: 115.0 kJ/mol
**Orbital gap**: 11.094 eV
**E**: -326.4693 hartree

```
! RIJCOSX wB97M-V def2-TZVPD def2/J DEFGRID3
* xyz 1 1
O 1.784 0.999 0.815
O 2.719 -1.018 -1.409
N -0.505 0.469 1.943
C -1.958 -0.107 -1.536
C -1.271 -0.134 0.827
C -0.985 0.117 -0.438
H 3.288 -1.521 -1.997
H -0.001 -0.283 2.422
H -2.145 -0.657 1.168
H 2.448 1.484 1.310
H -1.092 0.930 2.637
H -1.694 -0.900 -2.250
H 2.029 -1.615 -1.170
H -2.243 0.735 -2.165
H -2.884 -0.571 -1.171
H 2.259 0.458 0.181
H 0.299 1.095 1.643
H -0.047 0.518 -0.811
*
```

4.
The following is a DFT calculation (ωB97M-V/def2-TZVPD) of the ion C4H8NO with charge +1 at a distorted geometry.

Values from the calculation:
**SMILES string**: C/C=[N+](\C)C=O
**HOMO level (alpha / beta)**: -15.54 / -15.54 eV
**ΔE to the lowest compared entry with this formula, charge and spin**: 310.0 kJ/mol
**Orbital gap (alpha / beta)**: 9.085 / 9.086 eV
**E**: -286.8244 hartree

```
! RIJCOSX wB97M-V def2-TZVPD def2/J DEFGRID3
* xyz 1 1
O 2.867 0.029 -0.096
N 0.556 0.206 0.103
C 1.765 0.900 -0.010
C -1.882 0.266 0.014
C -0.534 0.917 0.012
C 0.622 -1.189 -0.033
H -1.980 -0.872 -0.376
H -0.330 2.042 0.094
H -0.290 -1.808 0.186
H 1.308 -1.675 0.619
H 2.011 1.881 -0.063
H 0.961 -1.538 -1.003
H -2.717 0.779 -0.413
H -2.358 0.065 0.965
*
```